{
  "formula": "C4H5N3",
  "method": "ωB97M-V with the def2-TZVPD basis set",
  "charge": 0,
  "smiles": "Cn1nnc2c1C2",
  "species": ["C", "C", "C", "C", "N", "N", "N", "H", "H", "H", "H", "H"],
  "coordinates": [[0.24, 1.24, -1.10], [0.06, -0.19, -0.79], [-0.76, 0.45, -1.90], [0.18, -1.16, 1.61], [0.64, 1.91, -0.06], [0.85, 1.02, 0.89], [0.41, -0.18, 0.50], [-1.76, 0.74, -1.71], [-0.48, 0.19, -2.99], [-0.85, -1.40, 1.35], [1.02, -1.90, 1.61], [0.45, -0.71, 2.60]],
  "nbo_charge": [0.085, -0.010, -0.333, -0.421, -0.244, -0.075, -0.151, 0.208, 0.241, 0.230, 0.224, 0.246]
}

***

{
  "formula": "C25H22FeN5O7",
  "method": "ωB97M-V with the def2-TZVPD basis set",
  "charge": -1,
  "species": ["Fe", "C", "C", "O", "C", "C", "C", "N", "N", "C", "O", "C", "C", "C", "C", "C", "C", "H", "H", "H", "H", "H", "H", "H", "H", "H", "H", "H", "H", "N", "C", "O", "C", "C", "C", "C", "N", "C", "H", "H", "H", "H", "H", "H", "O", "C", "O", "C", "C", "C", "C", "C", "C", "N", "O", "O", "H", "H", "H", "H"],
  "coordinates": [[-0.52, 0.60, -0.10], [0.40, 0.65, -4.23], [0.59, 0.51, -2.73], [-0.50, 0.45, -2.07], [1.88, 0.48, -2.23], [2.26, 0.41, -0.86], [3.72, 0.47, -0.51], [1.37, 0.33, 0.09], [1.85, 0.35, 1.40], [0.84, 0.52, 2.23], [-0.39, 0.62, 1.89], [1.17, 0.58, 3.68], [0.20, 1.02, 4.58], [0.47, 1.09, 5.94], [1.71, 0.70, 6.42], [2.69, 0.25, 5.53], [2.42, 0.19, 4.17], [0.19, 1.69, -4.47], [-0.46, 0.05, -4.54], [1.28, 0.33, -4.79], [2.69, 0.54, -2.95], [4.33, 0.50, -1.42], [4.01, -0.39, 0.10], [3.92, 1.36, 0.09], [-0.77, 1.31, 4.18], [-0.29, 1.44, 6.62], [1.93, 0.75, 7.48], [3.66, -0.05, 5.90], [3.16, -0.14, 3.47], [1.49, -3.99, 1.84], [0.31, -4.48, 1.35], [0.04, -5.67, 1.39], [-0.62, -3.48, 0.74], [-1.89, -3.89, 0.35], [-2.76, -2.96, -0.18], [-2.34, -1.65, -0.31], [-1.13, -1.25, 0.05], [-0.28, -2.15, 0.56], [2.05, -4.64, 2.37], [1.61, -3.01, 2.03], [-2.16, -4.93, 0.48], [-3.76, -3.24, -0.49], [-2.98, -0.87, -0.71], [0.69, -1.74, 0.81], [-0.53, 2.72, -0.23], [-1.78, 2.62, -0.22], [-2.36, 1.50, -0.18], [-2.62, 3.87, -0.24], [-2.01, 5.11, -0.33], [-2.77, 6.27, -0.35], [-4.15, 6.20, -0.27], [-4.74, 4.95, -0.18], [-4.00, 3.78, -0.16], [-6.20, 4.87, -0.10], [-6.71, 3.77, 0.02], [-6.83, 5.91, -0.14], [-0.93, 5.14, -0.38], [-2.28, 7.24, -0.42], [-4.77, 7.08, -0.29], [-4.47, 2.81, -0.08]],
  "nbo_charge": [0.974, -0.669, 0.490, -0.697, -0.513, 0.286, -0.656, -0.370, -0.480, 0.519, -0.728, -0.006, -0.213, -0.222, -0.234, -0.217, -0.221, 0.215, 0.215, 0.199, 0.192, 0.200, 0.222, 0.231, 0.238, 0.202, 0.199, 0.198, 0.230, -0.813, 0.664, -0.627, -0.202, -0.119, -0.267, 0.089, -0.384, 0.092, 0.398, 0.406, 0.235, 0.217, 0.232, 0.224, -0.673, 0.752, -0.703, -0.126, -0.135, -0.226, -0.216, 0.068, -0.176, 0.521, -0.378, -0.402, 0.245, 0.213, 0.240, 0.269]
}

***

{
  "formula": "C18H32N2O6",
  "method": "ωB97M-V with the def2-TZVPD basis set",
  "charge": 0,
  "smiles": "CCOC(=O)CNC(=O)[C@@H]1CCCN(C(=O)[C@@H](O)[C@@H](OC)C(C)C)CC1",
  "species": ["C", "C", "O", "C", "O", "C", "N", "C", "O", "C", "C", "C", "C", "N", "C", "O", "C", "O", "C", "O", "C", "C", "C", "C", "C", "C", "H", "H", "H", "H", "H", "H", "H", "H", "H", "H", "H", "H", "H", "H", "H", "H", "H", "H", "H", "H", "H", "H", "H", "H", "H", "H", "H", "H", "H", "H", "H", "H"],
  "coordinates": [[-2.05, -7.60, 0.51], [-3.43, -6.95, 0.36], [-3.32, -5.57, 0.66], [-4.41, -4.76, 0.58], [-5.54, -5.15, 0.29], [-4.15, -3.28, 0.91], [-2.71, -2.95, 1.03], [-2.15, -1.82, 0.58], [-2.81, -0.94, 0.03], [-0.62, -1.66, 0.78], [-0.25, -0.60, 1.86], [-0.77, 0.85, 1.69], [-0.73, 1.46, 0.28], [0.36, 1.01, -0.59], [1.68, 1.29, -0.34], [2.58, 0.55, -0.74], [2.05, 2.62, 0.38], [3.31, 2.49, 1.06], [2.03, 3.84, -0.61], [2.38, 5.08, 0.02], [1.56, 5.52, 1.10], [2.90, 3.73, -1.90], [4.43, 3.68, -1.64], [2.57, 4.86, -2.90], [-0.01, -0.20, -1.35], [0.15, -1.53, -0.57], [-2.10, -8.66, 0.29], [-1.33, -7.15, -0.17], [-1.67, -7.48, 1.52], [-3.80, -7.09, -0.66], [-4.15, -7.42, 1.03], [-4.65, -2.69, 0.14], [-4.66, -3.05, 1.85], [-2.12, -3.64, 1.47], [-0.27, -2.61, 1.19], [-0.54, -0.98, 2.84], [0.84, -0.57, 1.92], [-1.80, 0.91, 2.06], [-0.20, 1.49, 2.37], [-1.69, 1.40, -0.25], [-0.64, 2.54, 0.40], [1.33, 2.79, 1.17], [3.99, 2.44, 0.39], [1.00, 3.95, -0.94], [1.84, 6.53, 1.38], [0.51, 5.53, 0.82], [1.69, 4.89, 1.98], [2.64, 2.80, -2.41], [4.75, 4.53, -1.04], [4.72, 2.77, -1.13], [4.99, 3.71, -2.58], [2.83, 5.84, -2.50], [3.12, 4.73, -3.84], [1.51, 4.88, -3.15], [-0.99, -0.07, -1.80], [0.66, -0.26, -2.21], [1.21, -1.68, -0.38], [-0.12, -2.35, -1.23]],
  "nbo_charge": [-0.623, -0.069, -0.523, 0.792, -0.587, -0.324, -0.607, 0.678, -0.659, -0.281, -0.397, -0.421, -0.222, -0.452, 0.667, -0.637, -0.012, -0.701, 0.102, -0.548, -0.247, -0.233, -0.607, -0.602, -0.220, -0.408, 0.222, 0.214, 0.212, 0.191, 0.190, 0.267, 0.228, 0.407, 0.201, 0.214, 0.216, 0.219, 0.205, 0.236, 0.197, 0.192, 0.479, 0.171, 0.197, 0.162, 0.172, 0.213, 0.220, 0.189, 0.214, 0.214, 0.208, 0.204, 0.218, 0.221, 0.231, 0.214]
}

***

Energy relative to the best compared isomer or geometry (same formula, charge and spin)? In order: 153.4, 0.0, 18.0 kcal/mol.
HOMO-LUMO gap? In order: 0.353, 0.203, 0.358 Ha.